(1)
# C18H26BrF3IN4O9

A cluster of 4 separate species, C18H26BrF3IN4O9 in total in a non-equilibrium geometry (wB97M-V/def2-TZVPD, the Open Molecules 2025 dataset).

Results
orbital gap = 7.304 eV
multiplicity = 1
charge = +1

Element x y z (Å)
C  7.30  1.23  1.22
C  5.98  1.06  0.47
C  5.18  -0.17  0.93
C  3.71  0.24  1.19
C  2.79  -0.99  1.32
C  1.36  -0.86  0.76
N  1.13  0.26  -0.12
C  0.88  1.52  0.16
N  0.69  2.41  -0.85
C  0.48  3.55  -0.28
Br  0.19  5.01  -1.39
N  0.52  3.46  1.07
C  0.39  4.51  2.04
F  1.54  4.60  2.73
F  -0.60  4.26  2.90
F  0.16  5.67  1.43
N  0.76  2.11  1.37
I  0.92  1.45  3.30
H  7.16  1.22  2.29
H  7.75  2.18  0.92
H  8.00  0.45  0.93
H  6.16  1.01  -0.60
H  5.40  1.97  0.63
H  5.62  -0.62  1.81
H  5.13  -0.86  0.09
H  3.45  0.92  0.38
H  3.74  0.76  2.15
H  3.28  -1.80  0.79
H  2.78  -1.29  2.36
H  0.61  -0.92  1.55
H  1.18  -1.74  0.17
H  1.17  0.06  -1.11
C  -2.98  2.02  2.06
C  -4.27  2.21  1.29
O  -4.58  0.87  0.89
C  -3.97  0.01  1.75
O  -4.16  -1.15  1.80
O  -3.11  0.69  2.56
H  -2.86  2.72  2.88
H  -2.09  2.06  1.42
H  -5.08  2.59  1.92
H  -4.16  2.85  0.42
C  -6.51  -1.12  -1.07
C  -6.31  -2.50  -0.49
O  -7.42  -3.22  -1.00
C  -7.84  -2.60  -2.14
O  -8.64  -3.04  -2.89
O  -7.21  -1.40  -2.28
H  -5.57  -0.62  -1.28
H  -7.12  -0.49  -0.43
H  -5.39  -2.97  -0.84
H  -6.31  -2.50  0.60
C  0.19  -3.32  -3.97
C  1.34  -4.29  -4.12
O  2.38  -3.63  -3.38
C  1.81  -2.81  -2.49
O  2.39  -2.24  -1.62
O  0.48  -2.69  -2.71
H  -0.78  -3.80  -3.94
H  0.18  -2.56  -4.75
H  1.14  -5.25  -3.65
H  1.64  -4.45  -5.15

(2)
# C34H30IN5O3PReS

A structure of composition C34H30IN5O3PReS in a non-equilibrium geometry (wB97M-V/def2-TZVPD, the Open Molecules 2025 dataset).

Results
orbital gap (spin up / spin down) = 2.850 / 3.483 eV
multiplicity = 2
charge = +3

Element x y z (Å)
Re  0.16  0.11  0.19
C  2.90  -1.81  3.02
C  1.70  -1.28  2.32
N  1.51  -1.38  1.05
N  2.15  -2.24  0.22
C  1.46  -2.62  -0.88
N  1.85  -3.62  -1.63
S  -0.09  -1.90  -1.14
C  0.54  -0.72  3.02
C  0.40  -0.78  4.40
C  -0.81  -0.42  4.98
C  -1.84  0.00  4.15
C  -1.63  0.06  2.79
N  -0.47  -0.29  2.22
H  2.76  -2.84  3.35
H  3.77  -1.78  2.37
H  3.13  -1.21  3.91
H  2.98  -2.75  0.53
H  2.75  -4.09  -1.52
H  1.33  -3.85  -2.46
H  1.22  -1.12  5.02
H  -0.94  -0.47  6.05
H  -2.80  0.28  4.56
H  -2.41  0.39  2.11
O  1.56  1.97  1.68
N  0.33  2.05  1.09
C  -0.37  3.11  1.20
C  -1.70  3.37  0.69
C  -2.33  4.53  1.18
C  -3.61  4.87  0.79
C  -4.27  4.10  -0.16
C  -3.64  2.99  -0.70
C  -2.38  2.59  -0.26
P  -1.56  1.22  -1.13
C  -0.92  2.11  -2.58
C  0.11  3.03  -2.37
C  0.61  3.77  -3.42
C  0.09  3.60  -4.70
C  -0.95  2.71  -4.90
C  -1.47  1.97  -3.85
C  -2.79  0.03  -1.68
C  -2.44  -0.81  -2.75
C  -3.34  -1.76  -3.21
C  -4.59  -1.87  -2.62
C  -4.93  -1.06  -1.54
C  -4.03  -0.12  -1.07
H  1.81  2.80  2.13
H  0.06  3.95  1.76
H  -1.80  5.17  1.88
H  -4.09  5.74  1.21
H  -5.26  4.37  -0.49
H  -4.14  2.43  -1.48
H  0.53  3.15  -1.38
H  1.39  4.49  -3.24
H  0.48  4.17  -5.52
H  -1.37  2.59  -5.89
H  -2.30  1.30  -4.03
H  -1.47  -0.71  -3.21
H  -3.07  -2.40  -4.04
H  -5.29  -2.60  -2.99
H  -5.90  -1.16  -1.08
H  -4.30  0.50  -0.23
I  8.02  2.73  -3.76
C  6.10  2.01  -3.20
C  5.49  2.50  -2.05
C  4.27  1.98  -1.66
C  3.67  0.97  -2.42
C  4.28  0.52  -3.59
C  5.49  1.04  -3.99
C  2.44  0.25  -1.93
O  2.31  -0.94  -2.23
O  1.65  0.90  -1.18
H  5.96  3.27  -1.47
H  3.79  2.33  -0.76
H  3.79  -0.25  -4.18
H  5.96  0.68  -4.89

(3)
# C4H11NO

A cluster of 2 separate species, C4H11NO in total in a non-equilibrium geometry (wB97M-V/def2-TZVPD, the Open Molecules 2025 dataset).

Results
orbital gap = 9.768 eV
multiplicity = 1
charge = 0
SMILES = C1CCNC1.O

Element x y z (Å)
C  1.48  0.52  0.49
C  0.52  -0.21  -0.50
C  -0.76  -0.36  0.36
N  -0.83  0.76  1.30
C  0.56  1.37  1.38
H  2.24  1.04  -0.09
H  1.96  -0.29  1.04
H  0.31  0.44  -1.36
H  1.11  -1.09  -0.74
H  -1.58  -0.33  -0.36
H  -0.65  -1.28  0.94
H  -1.44  1.51  0.99
H  0.47  2.40  1.05
H  0.95  1.23  2.39
O  -1.45  -2.32  -2.25
H  -2.04  -1.72  -2.72
H  -0.87  -1.66  -1.90

(4)
# C21H45BF3O3

A cluster of 3 separate species, C21H45BF3O3 in total in a non-equilibrium geometry (wB97M-V/def2-TZVPD, the Open Molecules 2025 dataset).

Results
orbital gap = 7.078 eV
multiplicity = 1
charge = -1

Element x y z (Å)
C  -3.03  -2.85  -3.26
C  -1.59  -2.88  -3.78
C  -0.91  -1.50  -3.79
C  0.27  -1.33  -2.83
C  0.76  0.12  -2.96
C  -0.18  -1.57  -1.38
C  0.05  -2.93  -0.73
O  -0.52  -2.70  0.55
B  -0.14  -1.28  0.86
C  -1.37  -0.38  1.44
O  -2.41  -0.04  0.45
C  -2.46  1.21  0.04
F  -3.14  1.29  -1.14
F  -3.13  2.04  0.92
F  -1.26  1.81  -0.16
O  0.38  -0.72  -0.43
H  -3.53  -1.94  -3.56
H  -3.61  -3.68  -3.68
H  -3.07  -2.93  -2.18
H  -1.57  -3.34  -4.76
H  -1.04  -3.55  -3.12
H  -0.60  -1.23  -4.80
H  -1.64  -0.76  -3.49
H  1.10  -1.97  -3.12
H  0.01  0.81  -2.60
H  0.94  0.35  -4.01
H  1.69  0.28  -2.43
H  -1.28  -1.48  -1.37
H  -0.36  -3.82  -1.20
H  1.13  -3.04  -0.54
H  0.72  -1.34  1.76
H  -1.02  0.51  1.95
H  -1.90  -0.98  2.19
C  4.58  -2.43  0.83
C  5.72  -2.85  -0.10
C  5.25  -3.18  -1.51
C  4.28  -4.36  -1.63
C  4.80  -5.68  -1.07
C  6.05  -6.20  -1.78
H  3.85  -3.23  0.97
H  4.96  -2.16  1.82
H  4.04  -1.57  0.43
H  6.26  -3.70  0.34
H  6.44  -2.03  -0.16
H  6.13  -3.38  -2.14
H  4.77  -2.30  -1.94
H  4.04  -4.49  -2.69
H  3.34  -4.11  -1.14
H  4.01  -6.43  -1.17
H  5.00  -5.59  0.00
H  5.86  -6.33  -2.85
H  6.36  -7.16  -1.37
H  6.89  -5.51  -1.67
C  -1.98  4.22  3.33
C  -2.78  5.13  2.40
C  -2.65  6.61  2.73
C  -3.16  7.01  4.12
C  -4.62  6.65  4.39
C  -5.60  7.35  3.45
H  -2.32  4.29  4.36
H  -2.08  3.18  3.02
H  -0.92  4.47  3.30
H  -3.83  4.83  2.41
H  -2.43  4.97  1.37
H  -3.17  7.19  1.97
H  -1.59  6.90  2.66
H  -3.03  8.09  4.24
H  -2.54  6.54  4.88
H  -4.86  6.93  5.42
H  -4.76  5.57  4.32
H  -5.50  8.43  3.51
H  -6.63  7.09  3.70
H  -5.43  7.06  2.41

(5)
# C6H14Si2

A cluster of 2 separate species, C6H14Si2 in total in a non-equilibrium geometry (wB97M-V/def2-TZVPD, the Open Molecules 2025 dataset).

Results
orbital gap (spin up / spin down) = 6.915 / 8.220 eV
multiplicity = 3
charge = 0

Element x y z (Å)
C  -1.81  -1.00  -1.33
C  -1.11  -0.19  -0.77
C  -1.04  -3.51  1.11
C  0.15  1.22  1.53
C  1.83  1.50  -1.42
C  -1.01  2.52  -0.97
Si  -1.05  -1.93  2.00
Si  0.17  1.10  -0.41
H  -2.56  -1.50  -1.90
H  -0.14  -4.21  1.17
H  -1.89  -4.21  1.28
H  -1.08  -3.20  0.07
H  1.02  1.06  2.19
H  -0.20  2.14  2.03
H  -0.61  0.44  1.77
H  2.22  0.73  -2.16
H  1.53  2.19  -2.18
H  2.65  1.90  -0.78
H  -1.64  2.94  -0.13
H  -0.27  3.23  -1.31
H  -1.55  2.10  -1.82
H  -2.56  -1.88  2.57

(6)
# C45H51BCl36FN2O8PS

A cluster of 13 separate species, C45H51BCl36FN2O8PS in total in a non-equilibrium geometry (wB97M-V/def2-TZVPD, the Open Molecules 2025 dataset).

Results
orbital gap = 6.698 eV
multiplicity = 1
charge = 0

Element x y z (Å)
C  -0.93  -5.07  2.04
O  -1.95  -4.90  1.02
B  -1.56  -3.87  0.10
O  -1.37  -4.14  -1.31
C  -1.32  -2.36  0.65
C  -2.60  -1.59  1.17
N  -3.88  -2.32  1.16
C  -2.51  -0.14  1.70
C  -3.70  0.74  2.30
O  -5.03  0.31  1.95
C  -5.42  0.70  0.64
C  -5.01  1.98  -0.12
C  -5.52  2.37  -1.54
C  -5.13  3.73  -2.31
C  -6.49  1.41  -2.31
C  -6.91  0.10  -1.56
C  -6.42  -0.27  -0.11
C  -7.00  -1.62  0.51
C  -7.07  -2.76  -0.64
C  -8.55  -1.38  0.99
C  -1.08  0.51  1.67
F  -0.92  1.84  2.14
C  0.19  -0.23  1.16
C  0.08  -1.72  0.65
C  1.43  -2.42  0.19
O  1.69  -3.65  0.35
C  2.58  -1.50  -0.48
C  3.58  -2.07  -1.56
N  3.51  -3.48  -1.95
C  2.35  -3.78  -2.86
C  4.79  -4.00  -2.46
C  5.78  -4.86  -1.51
O  5.18  -3.83  -3.66
C  4.61  -1.05  -2.14
C  4.75  0.43  -1.73
P  6.08  1.46  -2.58
O  6.68  0.48  -3.87
O  7.45  1.76  -1.59
S  5.40  3.08  -3.44
C  3.75  1.00  -0.64
C  3.83  2.52  -0.19
C  5.12  2.91  0.67
C  4.86  2.66  2.26
C  5.37  4.52  0.53
C  2.70  0.01  -0.02
C  1.65  0.45  1.12
O  1.91  1.29  2.02
H  -1.18  -5.94  2.76
H  -0.80  -4.15  2.72
H  0.12  -5.32  1.61
H  -1.53  -5.12  -1.38
H  -4.36  -2.03  0.29
H  -4.44  -2.12  2.00
H  -3.47  1.84  2.08
H  -3.63  0.64  3.45
H  -4.30  2.74  0.38
H  -4.40  4.39  -1.73
H  -4.82  3.55  -3.40
H  -6.11  4.33  -2.37
H  -6.89  1.62  -3.36
H  -7.63  -0.58  -2.15
H  -6.46  -2.01  1.43
H  -7.20  -3.81  -0.23
H  -8.01  -2.56  -1.29
H  -6.15  -2.62  -1.31
H  -9.24  -1.43  0.07
H  -8.70  -0.35  1.47
H  -8.91  -2.23  1.69
H  2.69  -4.39  -3.78
H  1.66  -4.50  -2.27
H  1.71  -2.88  -3.13
H  5.25  -5.13  -0.52
H  6.09  -5.84  -2.00
H  6.75  -4.26  -1.32
H  5.32  -1.44  -2.96
H  6.35  0.89  -4.70
H  8.00  0.94  -1.67
H  2.91  2.87  0.41
H  3.84  3.20  -1.13
H  6.06  2.30  0.42
H  5.80  2.93  2.88
H  3.97  3.31  2.58
H  4.67  1.53  2.36
H  5.10  5.04  1.54
H  6.46  4.78  0.28
H  4.72  4.99  -0.30
C  2.30  3.09  5.55
Cl  3.79  2.56  6.34
Cl  0.98  3.20  6.72
Cl  2.54  4.64  4.73
H  2.03  2.35  4.80
C  -4.36  -6.95  3.67
Cl  -2.87  -7.49  4.46
Cl  -5.67  -6.81  4.86
Cl  -4.11  -5.41  2.84
H  -4.64  -7.70  2.94
C  -11.05  -3.15  -3.02
Cl  -10.63  -4.83  -3.38
Cl  -12.12  -3.07  -1.61
Cl  -9.58  -2.19  -2.74
H  -11.57  -2.74  -3.87
C  8.65  5.05  -3.62
Cl  10.08  6.00  -4.06
Cl  8.94  3.33  -3.91
Cl  8.21  5.33  -1.93
H  7.82  5.36  -4.25
C  -8.49  5.18  -0.19
Cl  -7.33  3.91  0.21
Cl  -7.68  6.52  -1.02
Cl  -9.81  4.54  -1.18
H  -8.92  5.57  0.74
C  -7.46  -7.35  -3.13
Cl  -6.46  -5.94  -3.53
Cl  -8.62  -6.95  -1.85
Cl  -8.30  -7.94  -4.57
H  -6.81  -8.14  -2.76
C  6.24  4.80  -7.25
Cl  6.01  5.67  -8.78
Cl  7.79  3.95  -7.25
Cl  6.13  5.91  -5.88
H  5.44  4.06  -7.16
C  -9.17  -6.66  6.97
Cl  -9.17  -6.14  8.66
Cl  -10.33  -7.96  6.71
Cl  -9.52  -5.29  5.90
H  -8.17  -7.03  6.73
C  11.73  6.73  -7.75
Cl  11.80  7.53  -9.33
Cl  10.25  5.77  -7.60
Cl  13.15  5.71  -7.50
H  11.72  7.50  -6.98
C  8.54  -4.41  1.85
Cl  8.53  -3.89  3.54
Cl  7.37  -5.72  1.60
Cl  8.18  -3.04  0.78
H  9.53  -4.78  1.61
C  7.38  5.46  4.20
Cl  6.14  4.61  5.13
Cl  6.67  6.24  2.79
Cl  8.22  6.65  5.22
H  8.12  4.73  3.86
C  -1.05  6.57  7.33
Cl  -2.29  5.71  8.25
Cl  -1.75  7.35  5.91
Cl  -0.23  7.76  8.36
H  -0.31  5.84  6.99

(7)
# CH3ClO

A cluster of 2 separate species, CH3ClO in total in a non-equilibrium geometry (wB97M-V/def2-TZVPD, the Open Molecules 2025 dataset).

Results
orbital gap = 8.218 eV
multiplicity = 1
charge = 0

Element x y z (Å)
C  1.44  0.67  0.21
O  -2.20  -0.50  0.03
Cl  2.85  -0.10  -0.26
H  1.11  1.26  -0.60
H  -1.31  -0.11  0.01
H  -1.91  -1.23  0.62

(8)
# C9H23NSi

An isolated molecule of C9H23NSi in a non-equilibrium geometry (wB97M-V/def2-TZVPD, the Open Molecules 2025 dataset).

Results
orbital gap = 8.737 eV
multiplicity = 1
charge = 0
SMILES = CC[C@H](C)[Si@H](C(C)C)N(C)C

Element x y z (Å)
C  2.17  -3.24  0.85
C  1.87  -1.71  0.87
C  0.71  -1.46  0.01
C  1.04  -1.68  -1.48
Si  -0.49  0.14  0.44
C  -1.79  0.78  -0.91
C  -2.68  1.88  -0.14
C  -2.82  -0.23  -1.52
N  0.44  1.60  0.75
C  1.24  2.22  -0.22
C  0.44  2.28  1.99
H  3.21  -3.58  1.25
H  2.19  -3.49  -0.24
H  1.40  -3.96  1.16
H  1.70  -1.26  1.85
H  2.74  -1.31  0.51
H  -0.07  -2.18  0.22
H  0.42  -2.41  -2.06
H  1.13  -0.81  -2.10
H  2.09  -2.01  -1.50
H  -1.35  0.19  1.62
H  -1.56  1.28  -1.89
H  -3.29  2.26  -0.88
H  -3.30  1.43  0.66
H  -2.01  2.59  0.18
H  -2.95  -1.02  -0.70
H  -2.36  -0.76  -2.31
H  -3.70  0.27  -1.76
H  1.84  1.39  -0.75
H  0.69  2.69  -1.05
H  1.89  2.89  0.34
H  1.43  2.46  2.25
H  -0.20  3.15  1.84
H  -0.08  1.60  2.73

- What is the formula in the first record?
  C18H26BrF3IN4O9